1.
58
Properties=species:S:1:pos:R:3:lowdin_charge:R:1 method="wB97M-V/def2-TZVPD" lumo_energy_ev=-0.424 e_homo_ev=-8.505 spin_multiplicity=1 relative_energy_kcal_mol=0.0 smiles="O=S(=O)(c1ccc(NC(=S)N/N=C/c2cccc(Oc3ccccc3)c2)cc1)N1CCOCC1"
O 5.16273 2.22419 -1.38784 -0.2808
S 5.47658 1.52846 -0.17556 0.6648
O 6.38422 2.12110 0.75926 -0.2772
N 6.13247 0.05798 -0.62021 -0.2358
C 6.59263 -0.78484 0.45872 -0.1768
H 7.15953 -0.15703 1.14519 0.1231
C 7.47332 -1.88500 -0.13946 -0.1828
H 7.76932 -2.60361 0.62614 0.1294
O 6.77097 -2.61754 -1.11744 -0.1273
C 6.33185 -1.78099 -2.16246 -0.1842
H 5.80105 -2.42410 -2.86610 0.1289
C 5.41178 -0.67835 -1.63166 -0.1777
H 5.14459 0.02479 -2.41985 0.1224
H 4.49931 -1.13443 -1.21416 0.1315
H 7.19569 -1.31846 -2.66080 0.1314
H 8.36773 -1.42708 -0.58524 0.1314
H 5.74421 -1.24576 0.98982 0.1314
C 3.95569 1.10208 0.66379 -0.2774
C 3.97449 0.82310 2.01672 -0.0479
C 2.81804 0.41844 2.65730 -0.0214
C 1.63254 0.29120 1.93194 -0.2191
C 1.62834 0.58566 0.56305 -0.0022
C 2.78803 0.98506 -0.06834 -0.0582
H 2.80377 1.22902 -1.11855 0.1158
H 0.70907 0.49884 0.00178 0.1150
N 0.42775 -0.10317 2.48871 0.0751
C 0.08983 -0.52123 3.73004 -0.8204
S 1.04458 -0.73489 5.05501 0.6756
N -1.24248 -0.80866 3.85684 -0.0502
N -2.09110 -0.67227 2.83430 0.0419
C -3.32680 -0.95550 2.98562 -0.0818
C -4.27511 -0.82050 1.90378 -0.2084
C -3.88116 -0.34157 0.65520 0.0572
C -4.80349 -0.21570 -0.37382 -0.2486
C -6.13145 -0.58528 -0.16382 -0.0107
C -6.52304 -1.05464 1.07722 -0.0649
C -5.61189 -1.16952 2.10901 -0.0455
H -5.92876 -1.53580 3.07393 0.1079
H -7.55273 -1.33840 1.23446 0.1086
H -6.84492 -0.51321 -0.97113 0.1219
O -4.32512 0.20171 -1.58218 0.0393
C -5.14057 0.88380 -2.45454 -0.2620
C -6.06792 1.82913 -2.03092 -0.0253
C -6.80960 2.52633 -2.96708 -0.0779
C -6.62903 2.29504 -4.32010 -0.0956
C -5.69217 1.36508 -4.73907 -0.0812
C -4.94833 0.65834 -3.81297 -0.0040
H -4.21334 -0.06835 -4.12206 0.1184
H -5.54140 1.18513 -5.79283 0.1046
H -7.21217 2.84207 -5.04493 0.1004
H -7.52904 3.25928 -2.63367 0.1054
H -6.19760 2.02084 -0.97545 0.1217
H -2.85418 -0.06680 0.48114 0.1165
H -3.71285 -1.31391 3.94525 0.1297
H -1.55530 -1.13547 4.77193 0.1293
H -0.37539 -0.09545 1.86139 0.1241
H 2.83060 0.20446 3.71239 0.0248
H 4.89622 0.94638 2.56231 0.1179

2.
54
Properties=species:S:1:pos:R:3:lowdin_charge:R:1 method="wB97M-V/def2-TZVPD" lumo_energy_ev=0.613 e_homo_ev=-7.820 spin_multiplicity=1 relative_energy_kcal_mol=15.9 smiles="Cc1ccc2cc(C)c3nnc(SCC(=O)N4CCCc5ccccc54)n3c2c1C"
C 5.29704 -0.38516 -1.62321 -0.0437
C 4.11948 0.08176 -0.82496 -0.2235
C 4.00307 1.43318 -0.50129 -0.0347
C 3.00955 1.87205 0.33702 -0.0221
C 2.02311 0.98895 0.78564 -0.1381
C 2.04484 -0.34188 0.30841 -0.0886
C 3.16115 -0.83024 -0.38495 -0.1476
C 3.42925 -2.29374 -0.55995 -0.0828
H 2.74527 -2.90500 0.02261 0.0549
H 3.35404 -2.59439 -1.60272 0.0624
H 4.44323 -2.51010 -0.22311 0.0877
N 0.92744 -1.09800 0.62339 0.1030
C 0.30710 -2.18655 0.06098 -0.5954
N -0.79698 -2.46226 0.70415 0.0276
N -0.96102 -1.57213 1.67924 0.0939
C 0.04639 -0.72734 1.62334 -0.2312
C 0.16925 0.52129 2.29229 -0.1943
C 1.07545 1.38618 1.77926 0.0211
H 1.14029 2.39499 2.15908 0.1257
C -0.74902 0.81731 3.42843 -0.0327
H -1.72341 0.37786 3.23429 0.0663
H -0.35800 0.36947 4.34233 0.0885
H -0.84538 1.88934 3.57610 0.0789
S 0.63486 -2.90520 -1.50510 1.0089
C -0.86958 -2.23545 -2.30387 -0.3299
H -1.71278 -2.80690 -1.92809 0.0630
C -0.89055 -0.74972 -1.95296 -0.4957
O 0.14419 -0.11322 -1.99788 0.0424
N -2.06907 -0.22257 -1.53083 0.0231
C -2.09417 0.92132 -0.69359 -0.1384
C -1.22527 1.98907 -0.89377 -0.0035
C -1.24326 3.07567 -0.04016 -0.0866
C -2.14263 3.11821 1.00974 -0.0950
C -3.01778 2.06570 1.19671 -0.0562
C -3.00911 0.95466 0.36345 -0.1601
C -3.99998 -0.14835 0.62931 -0.1375
C -3.78775 -1.36894 -0.26150 -0.1583
C -3.35839 -0.87891 -1.63973 -0.1345
H -4.07173 -0.12978 -2.00441 0.1396
H -3.31543 -1.68081 -2.37497 0.1156
H -3.00339 -2.00127 0.15726 0.0820
H -4.70418 -1.95552 -0.33179 0.1143
H -5.00527 0.25655 0.46877 0.1224
H -3.93028 -0.44280 1.67803 0.1154
H -3.72650 2.09339 2.01251 0.1177
H -2.16708 3.96760 1.67632 0.1021
H -0.55793 3.89290 -0.20744 0.1043
H -0.52806 1.96304 -1.71309 0.1101
H -0.73411 -2.38829 -3.37384 0.0897
H 2.98126 2.89870 0.66988 0.1130
H 4.74258 2.12916 -0.86975 0.1096
H 5.85730 0.46316 -2.00754 0.0769
H 4.97476 -1.00114 -2.46058 0.0850
H 5.96721 -0.98588 -1.00747 0.0854

3.
58
Properties=species:S:1:pos:R:3:lowdin_charge:R:1 method="wB97M-V/def2-TZVPD" lumo_energy_ev="-12.509 / -12.731" e_homo_ev="-16.330 / -16.185" total_charge=+3 spin_multiplicity=2 relative_energy_kcal_mol=40.7
Re 0.11350 -0.10610 0.34450 1.3588
O 4.06990 -0.86580 -1.85510 0.1614
C 4.27030 0.37380 -2.20600 -0.2098
C 5.42730 0.65330 -2.97700 0.0476
C 5.69970 1.93290 -3.39540 0.0164
C 4.82210 2.97580 -3.06880 -0.0011
C 3.68700 2.73490 -2.29610 0.0075
C 3.39810 1.45250 -1.83180 -0.0532
C 2.28290 1.19960 -0.93750 -0.3319
O 1.84620 -0.01950 -0.71640 -0.1914
N 1.75330 2.18300 -0.23370 0.1371
N 0.85210 1.78260 0.61000 -0.1532
C 0.38070 2.46640 1.62410 0.0509
C -0.24640 1.65710 2.62470 -0.2124
C -0.60540 2.10320 3.90260 0.0715
C -0.88590 1.17320 4.88640 0.0498
C -0.80900 -0.18790 4.58250 0.0277
C -0.52620 -0.56710 3.28570 -0.0921
N -0.28070 0.32000 2.31100 -0.1221
H 3.25200 -0.98020 -1.32540 0.1057
H 6.07400 -0.18030 -3.20500 0.1403
H 6.58090 2.14160 -3.98430 0.1383
H 5.03450 3.98240 -3.39730 0.1285
H 3.02120 3.54930 -2.05790 0.1253
H 0.61350 3.51550 1.76470 0.1711
H -0.62070 3.16410 4.10700 0.1497
H -1.13280 1.49320 5.88710 0.1475
H -0.98400 -0.93810 5.33640 0.1387
H -0.48640 -1.61160 2.99590 0.1236
C -4.93530 -4.94540 2.40000 -0.0788
C -4.51900 -3.61740 1.80390 -0.2212
C -2.99810 -3.55900 1.60790 -0.1461
N -2.55810 -2.24640 1.15400 0.0542
C -2.48970 -1.76750 -0.07500 -0.6950
S -2.15000 -0.03340 -0.25190 0.7950
N -2.62630 -2.45110 -1.19380 0.1491
C -2.47070 -3.89540 -1.47570 -0.3635
O -3.31330 -4.43220 -2.11100 0.2189
C -1.20480 -4.46220 -0.99980 -0.1674
C -0.09960 -3.72810 -0.54760 -0.0495
C 1.06560 -4.38580 -0.20530 -0.0559
C 1.15260 -5.77280 -0.30410 -0.0149
C 0.06250 -6.50840 -0.74090 -0.0088
C -1.10330 -5.85970 -1.09690 0.0300
H -6.01500 -4.98460 2.50060 0.0938
H -4.49860 -5.10030 3.38630 0.0875
H -4.61640 -5.77850 1.77590 0.0871
H -4.83650 -2.80540 2.46360 0.1192
H -5.02200 -3.47050 0.84320 0.1221
H -2.68570 -4.32230 0.89670 0.1127
H -2.49340 -3.74850 2.55930 0.1437
H -2.54570 -1.54550 1.88720 0.1196
H -2.85610 -1.92350 -2.03320 0.1705
H -0.11090 -2.62190 -0.49890 0.0599
H 1.92550 -3.82630 0.12910 0.1076
H 2.07450 -6.27090 -0.04780 0.1282
H 0.12230 -7.58290 -0.81590 0.1322
H -1.95440 -6.41340 -1.46420 0.1397

4.
58
Properties=species:S:1:pos:R:3:lowdin_charge:R:1 method="wB97M-V/def2-TZVPD" lumo_energy_ev=1.121 e_homo_ev=-3.473 total_charge=-1 spin_multiplicity=1
C -5.42449 0.80581 -2.50532 -0.0884
N -4.41673 1.19548 -1.54157 -0.2546
C -4.76467 2.38251 -0.78950 -0.0802
C -3.11360 0.68074 -1.55897 -0.2489
C -2.17900 1.09544 -2.53406 -0.0007
C -0.86468 0.67762 -2.45957 -0.0291
C -0.41661 -0.15250 -1.39963 -0.1871
C 0.97410 -0.46994 -1.16425 0.0833
C 2.05480 0.33623 -1.40729 -0.0440
C 3.38135 -0.29164 -1.50556 -0.3813
O 3.56959 -1.50260 -1.44400 0.0684
N 4.48653 0.56204 -1.66982 0.0187
C 5.78837 -0.05707 -1.74072 -0.0194
C 4.43683 1.95905 -1.60332 -0.4050
O 5.43740 2.67549 -1.64791 0.0655
N 3.16439 2.51988 -1.49427 0.0192
C 3.15939 3.96144 -1.48630 -0.0192
C 1.95188 1.80414 -1.44610 -0.3187
O 0.88710 2.42861 -1.38378 0.0680
C -1.40845 -0.72916 -0.56980 0.0034
C -2.71477 -0.27818 -0.59899 0.0124
H -5.09627 -0.10119 -3.02411 0.0894
H -6.36998 0.61012 -1.97669 0.0794
H -5.60861 1.60832 -3.23860 0.0746
H -3.94183 2.63984 -0.11319 0.0953
H -4.96615 3.23127 -1.46540 0.0769
H -5.67896 2.18929 -0.20872 0.0793
H -2.50192 1.77495 -3.32162 0.1166
H -0.16418 0.99101 -3.23293 0.1188
H 1.19555 -1.48929 -0.82520 0.1413
H 6.50538 0.75556 -1.80899 0.0825
H 5.96216 -0.66527 -0.84661 0.1012
H 5.84151 -0.71375 -2.61398 0.0976
H 2.12590 4.29384 -1.51131 0.0869
H 3.66656 4.32250 -0.58638 0.1036
H 3.71682 4.32937 -2.35134 0.0948
H -1.09220 -1.49477 0.13889 0.1130
H -3.46333 -0.65311 0.09742 0.1205
C 2.52651 -1.17968 1.83736 -0.0814
C 1.21005 -0.72097 2.33689 -0.3071
C 1.15236 0.64307 2.68788 -0.2780
N 1.17551 1.78914 2.95815 0.0941
C 0.17262 -1.59356 2.75282 -0.2171
C 0.23623 -3.01217 2.53357 -0.0482
C -0.79351 -3.84445 2.91340 -0.0218
C -1.92035 -3.31044 3.56532 -0.2141
N -3.01587 -4.15512 3.87933 -0.3657
O -4.02816 -3.65928 4.42690 -0.0168
O -2.94936 -5.37268 3.58786 -0.0193
C -1.99472 -1.93372 3.85370 -0.0195
C -0.97213 -1.09379 3.46207 -0.0403
H 2.54907 -2.23165 1.56166 0.0626
H 2.81471 -0.59148 0.96051 0.0470
H 3.29102 -0.99884 2.60991 0.0859
H 1.11324 -3.45704 2.06514 0.0884
H -0.77190 -4.91491 2.73408 0.1079
H -2.86466 -1.56090 4.38919 0.1083
H -1.04980 -0.03366 3.72377 0.1011